(1)
{"formula": "C5H10O", "method": "ωB97M-V/def2-TZVPD", "species": ["O", "C", "C", "C", "C", "C", "H", "H", "H", "H", "H", "H", "H", "H", "H", "H"], "xyz": [[2.195, 1.373, 0.313], [-1.615, -0.408, 0.670], [0.429, 0.281, -0.885], [-0.687, 0.840, 0.233], [1.795, 0.109, -0.242], [-1.415, -1.738, 0.502], [1.512, -0.656, 0.545], [-1.445, 1.461, -0.218], [-1.480, -2.323, 1.401], [-2.507, -0.086, 1.274], [2.541, -0.221, -1.037], [-1.759, -2.226, -0.358], [-0.267, 1.272, 1.158], [2.368, 2.091, -0.365], [0.318, 0.961, -1.779], [0.017, -0.729, -1.213]], "forces_ev_per_a": [[1.1, 0.9, 0.0], [-0.4, 4.0, 0.6], [-2.9, 0.6, 0.4], [-0.2, -3.4, -1.0], [-1.2, 0.4, -1.5], [1.4, -1.6, 0.6], [1.3, 1.0, -0.5], [0.4, 1.0, -0.3], [-0.7, -0.8, 0.5], [0.9, 0.4, 0.3], [-0.6, -0.1, 1.2], [0.1, -1.1, -1.7], [0.2, 0.1, -0.7], [-0.6, -1.9, 0.9], [0.8, -0.4, 0.7], [0.6, 1.0, 0.6]], "mulliken_charge": [-0.4411, -0.5152, -0.5659, -0.6584, -0.6796, -1.1051, 0.3769, 0.3444, 0.2143, 0.4147, 0.2276, 0.1675, 0.2427, 0.2707, 0.3779, 0.3286], "charge": -1, "multiplicity": 2, "de_lowest_kcal_mol": 71.8, "e_homo_ev": [-0.054, -1.106]}

***

(2)
{"formula": "C7H8N3O2", "method": "ωB97M-V/def2-TZVPD", "species": ["O", "O", "N", "N", "N", "C", "C", "C", "C", "C", "C", "C", "H", "H", "H", "H", "H", "H", "H", "H"], "xyz": [[1.252, -1.726, -0.144], [2.847, -0.571, -0.954], [2.444, 2.677, 0.195], [1.949, 1.690, 0.402], [1.869, -0.616, -0.298], [0.546, 0.109, 1.621], [-1.359, 0.056, -1.272], [-0.121, -1.715, 0.253], [-0.926, -1.153, -0.919], [-0.340, -0.887, 1.486], [-1.445, 1.359, -0.662], [1.453, 0.476, 0.568], [-1.262, 2.044, -1.510], [-0.793, 1.686, 0.192], [0.591, 0.646, 2.566], [-0.966, -1.781, -1.749], [-2.600, 1.491, -0.400], [-0.846, -1.228, 2.392], [-0.392, -2.807, 0.448], [-1.901, 0.250, -2.213]], "forces_ev_per_a": [[0.9, -2.0, -0.2], [0.2, -0.1, -0.8], [-0.9, -1.4, 0.4], [1.6, 0.8, -1.0], [0.8, 3.7, 1.8], [-1.3, 0.2, 1.2], [-0.5, -0.3, 0.1], [-3.7, 0.3, 0.1], [0.6, 0.3, -0.2], [2.3, 0.0, 0.7], [-1.6, 2.5, 1.5], [-0.5, -2.1, -0.7], [-0.1, 0.2, 0.6], [-0.9, -0.6, -0.7], [0.1, 0.2, -0.3], [-0.3, -1.7, -1.0], [2.4, 0.1, -0.3], [-0.3, 0.0, -0.6], [0.7, 1.5, -0.5], [0.5, -1.5, 0.0]], "mulliken_charge": [-0.2655, -0.5053, -0.4984, 0.7540, 0.8589, -0.2170, 0.1063, 0.5656, -0.8722, -0.7430, -1.0479, -0.0631, 0.3730, 0.2237, 0.4624, 0.4202, 0.2991, 0.3434, 0.4283, 0.3775], "charge": 1, "multiplicity": 1, "de_lowest_kcal_mol": 117.5, "smiles": "C/C=C\\[C@@H]1C=CC([N+]#N)=[N+]([O-])O1", "e_homo_ev": [-13.572, -13.572]}

***

(3)
{"formula": "C16H29I2N3O7S3TeTl", "method": "ωB97M-V/def2-TZVPD", "species": ["Tl", "I", "I", "Te", "S", "S", "S", "O", "O", "O", "O", "O", "O", "O", "N", "N", "N", "C", "C", "C", "C", "C", "C", "C", "C", "C", "C", "C", "C", "C", "C", "C", "C", "H", "H", "H", "H", "H", "H", "H", "H", "H", "H", "H", "H", "H", "H", "H", "H", "H", "H", "H", "H", "H", "H", "H", "H", "H", "H", "H", "H", "H"], "xyz": [[0.857, 0.831, -0.539], [-0.805, 0.018, 4.616], [2.060, -1.707, 3.346], [1.445, 2.903, 0.920], [0.242, -1.983, -1.308], [-1.575, 0.527, -3.153], [-2.128, 1.666, 1.340], [0.672, -3.337, -1.528], [0.413, -1.505, 0.086], [0.850, -0.965, -2.180], [-0.938, -0.064, -4.300], [-1.559, 0.512, 0.562], [-2.750, 1.328, -3.426], [-0.641, 1.285, -2.285], [4.114, -0.461, -2.616], [3.169, -0.501, -0.481], [4.084, -2.460, -1.417], [-3.714, 1.046, 1.924], [5.541, -0.488, -2.909], [-3.577, -3.027, -0.965], [-4.395, 2.057, 2.829], [-3.963, 2.643, -0.624], [-1.520, -1.914, -1.574], [0.533, -0.283, 2.992], [3.533, 0.858, -2.803], [-2.194, -2.971, -0.973], [-4.290, -2.010, -1.577], [-2.226, -0.882, -2.192], [3.748, -1.125, -1.444], [-2.667, 2.894, 0.116], [3.863, -3.192, -0.187], [-3.616, -0.964, -2.188], [4.010, -3.270, -2.621], [3.940, -2.627, -3.492], [-2.641, 3.862, 0.621], [4.895, -3.907, -2.709], [-1.614, -3.756, -0.506], [-0.054, -0.627, 2.150], [-5.373, -2.030, -1.594], [-3.437, 0.141, 2.466], [-4.561, 3.007, 2.318], [-3.791, 2.255, 3.715], [2.798, -3.370, 0.004], [3.118, -3.904, -2.592], [-1.820, 2.878, -0.574], [-3.938, 1.692, -1.150], [-4.167, -0.183, -2.691], [5.702, -0.186, -3.945], [3.838, 1.223, -3.784], [5.938, -1.491, -2.777], [-4.322, 0.752, 1.069], [6.099, 0.197, -2.255], [4.294, -2.655, 0.659], [3.848, 1.575, -2.036], [2.846, -1.151, 0.230], [1.002, 0.673, 2.778], [-4.834, 2.675, 0.034], [-4.086, 3.413, -1.385], [4.363, -4.158, -0.266], [2.448, 0.779, -2.817], [-5.367, 1.683, 3.153], [-4.086, -3.854, -0.488]], "forces_ev_per_a": [[-0.1, -0.3, -0.3], [0.0, 0.0, 0.0], [0.0, 0.0, 0.0], [0.1, 0.3, 0.1], [0.0, 0.5, -0.2], [0.1, -0.1, -0.2], [-0.1, 0.2, 0.1], [0.0, -0.1, 0.0], [0.0, -0.2, 0.1], [0.0, -0.2, 0.0], [0.0, 0.0, 0.0], [0.1, -0.2, -0.1], [-0.1, 0.0, 0.0], [0.0, 0.1, 0.3], [0.0, 0.0, 0.2], [0.0, 0.1, 0.0], [0.1, 0.1, 0.0], [0.0, -0.1, 0.0], [0.0, -0.1, -0.1], [0.1, 0.0, 0.0], [0.0, 0.0, 0.0], [0.0, 0.0, 0.0], [0.1, -0.1, 0.1], [0.0, 0.0, 0.0], [0.0, 0.0, 0.0], [-0.1, -0.1, 0.0], [0.0, 0.0, 0.0], [-0.1, 0.1, -0.1], [-0.1, -0.1, -0.1], [0.1, 0.0, 0.0], [0.0, 0.0, 0.0], [-0.1, 0.0, 0.0], [-0.1, -0.1, -0.1], [0.0, 0.0, 0.0], [-0.1, 0.0, 0.1], [0.0, 0.0, 0.0], [0.0, 0.0, 0.0], [0.0, -0.1, 0.0], [0.0, 0.0, 0.0], [0.0, 0.0, 0.0], [0.0, 0.0, 0.0], [0.0, 0.0, 0.0], [0.0, 0.0, 0.0], [0.0, 0.0, 0.0], [0.0, 0.0, 0.0], [0.0, -0.1, 0.0], [0.0, 0.0, 0.0], [0.0, 0.0, 0.0], [0.0, 0.0, 0.0], [0.0, 0.0, 0.0], [0.1, 0.0, 0.0], [0.0, 0.0, 0.0], [0.0, 0.0, 0.0], [0.0, 0.0, 0.0], [0.0, 0.0, 0.0], [0.0, 0.0, 0.0], [0.0, 0.0, 0.0], [0.0, 0.0, 0.0], [0.0, 0.0, 0.0], [0.0, 0.0, 0.0], [0.0, 0.0, 0.0], [0.0, 0.0, 0.0]], "mulliken_charge": [1.3305, -0.0142, 0.0035, -0.6945, 1.6148, 1.4658, 0.3284, -0.7465, -0.5506, -0.7009, -0.7287, -0.2606, -0.7920, -0.5715, 0.1680, -0.5320, 0.2029, -0.4051, -1.1963, -0.6598, -1.2798, -1.1242, 0.4896, 0.0302, -0.6913, -0.9997, -0.6741, -0.3487, 0.5699, -0.3347, -1.0173, -0.7011, -1.1906, 0.4177, 0.4582, 0.3245, 0.4748, -0.2288, 0.3899, 0.4952, 0.2963, 0.3149, 0.3351, 0.3474, 0.2671, 0.1450, 0.6160, 0.3874, 0.3251, 0.3808, 0.2782, 0.3447, 0.3442, 0.2835, 0.0061, 0.1602, 0.3258, 0.4055, 0.2949, 0.0334, 0.3825, 0.4050], "charge": -1, "multiplicity": 1, "de_lowest_kcal_mol": 1.4, "e_homo_ev": -4.723}

***

(4)
{"formula": "C15H15NO3S", "method": "ωB97M-V/def2-TZVPD", "species": ["S", "O", "O", "O", "N", "C", "C", "C", "C", "C", "C", "C", "C", "C", "C", "C", "C", "C", "C", "C", "H", "H", "H", "H", "H", "H", "H", "H", "H", "H", "H", "H", "H", "H", "H"], "xyz": [[-1.004, 0.407, 5.420], [0.991, 1.502, 0.063], [-0.454, -0.716, 6.171], [-1.055, 1.670, 6.200], [0.179, 2.125, 2.027], [1.766, 0.611, -0.723], [0.513, 1.362, -2.779], [0.689, -0.222, 1.775], [-0.251, 0.627, 3.804], [0.283, -0.449, 3.074], [-2.683, -0.066, 4.970], [2.906, 1.563, -4.199], [1.727, 1.980, -4.774], [1.715, 1.049, -2.163], [0.499, 1.833, -4.087], [-0.267, 1.913, 3.255], [1.256, -0.838, -0.590], [0.645, 1.102, 1.325], [2.901, 1.096, -2.912], [1.222, -1.321, 0.853], [0.364, -1.431, 3.549], [2.190, -1.684, 1.210], [1.697, 2.390, -5.777], [-0.609, 2.757, 3.834], [-0.423, 1.239, -2.205], [1.852, -1.554, -1.196], [0.216, -0.802, -0.959], [-0.456, 2.103, -4.544], [-3.284, -0.292, 5.861], [3.847, 0.807, -2.464], [0.612, -2.237, 0.926], [-3.159, 0.761, 4.440], [2.826, 0.636, -0.438], [-2.583, -0.974, 4.322], [3.855, 1.572, -4.749]], "forces_ev_per_a": [[-0.5, 0.8, 3.0], [0.1, -0.4, 0.6], [0.0, 0.4, -1.4], [0.1, -1.6, -2.2], [0.1, 0.1, 0.2], [0.5, -1.2, -0.5], [-0.6, 0.0, 0.2], [0.7, -0.6, -0.4], [0.1, 0.1, 0.5], [-0.5, 0.4, 0.6], [0.2, -0.4, -0.5], [0.6, 0.0, -0.7], [-1.6, 0.0, -0.2], [0.6, 0.0, -0.3], [0.7, 0.1, -0.1], [0.3, -1.0, -0.1], [-0.2, -0.1, -0.1], [-0.5, 0.8, -0.6], [-0.3, -0.1, 1.2], [-0.2, -0.2, 0.6], [-0.1, 0.2, -0.3], [0.2, 0.4, -0.1], [0.1, -0.1, 0.0], [-0.1, 0.1, 0.0], [0.6, 0.2, -0.4], [-0.4, 0.7, 0.1], [0.3, -0.3, -0.1], [0.4, 0.0, 0.0], [0.6, 0.0, -0.1], [-0.1, 0.0, 0.1], [-0.1, 0.5, 0.0], [0.2, -0.1, -0.1], [-0.1, 0.2, 0.4], [-0.2, 0.8, 0.5], [-0.5, 0.2, 0.1]], "mulliken_charge": [1.2959, -0.4453, -0.6679, -0.6777, -0.5774, 0.2779, -0.1615, 0.9589, 0.0157, -0.9810, -0.9832, -0.6325, -0.3640, 0.1612, -0.6687, -0.5449, -0.7452, 0.3343, -0.4014, -0.7531, 0.5031, 0.3284, 0.3754, 0.4762, 0.2834, 0.2971, 0.3657, 0.3561, 0.3541, 0.3093, 0.4226, 0.3580, 0.4196, 0.3493, 0.3617], "multiplicity": 1, "de_lowest_kcal_mol": 40.1, "smiles": "CS(=O)(=O)c1cnc2c(c1)CC[C@@H](c1ccccc1)O2", "e_homo_ev": -9.400}